[1]
DFT (the ωB97M-V functional and the def2-TZVPD basis) results for a cluster of 10 separate species, C47H78O28PS in total.

Results
Orbital gap, eV: 3.9
Total energy, Eh: -4683.8698
LUMO level, eV: 1.308
Charge: -1
Molar mass, u: 1154.2

The geometry in XYZ format:
```
155
Properties=species:S:1:pos:R:3:mulliken_charge:R:1
C -6.28 1.99 3.96 -0.2360
O -5.07 2.85 3.95 -0.4083
C -3.85 2.06 4.19 1.1124
C -3.30 2.37 5.73 -0.7655
C -1.69 2.10 5.90 -0.1239
C -1.26 0.53 6.09 -0.4558
C -1.63 -0.45 4.83 0.2794
C -2.79 -1.57 5.17 -0.3662
C -3.26 -2.47 3.88 -0.6771
C -2.14 -2.62 2.69 0.2010
C -2.82 -3.48 1.43 -0.4572
C -2.13 -2.98 0.00 -0.9112
P -2.83 -1.25 -0.50 0.6186
S -4.59 -1.44 -1.33 -0.6377
H -7.08 2.56 3.28 -0.0667
H -6.67 1.82 5.06 0.2534
H -6.11 0.94 3.44 0.2151
H -4.05 0.89 4.16 -0.1095
H -3.01 2.30 3.38 -0.6393
H -3.98 1.81 6.51 0.1481
H -3.49 3.53 5.90 0.2790
H -1.36 2.67 6.90 0.1987
H -1.09 2.64 5.03 0.0693
H -0.07 0.53 6.20 -0.0247
H -1.66 0.16 7.14 0.3156
H -1.88 0.12 3.83 -0.0696
H -0.64 -1.08 4.60 0.2486
H -3.70 -0.98 5.61 0.1218
H -2.45 -2.32 6.03 0.1542
H -3.53 -3.57 4.24 0.2315
H -4.28 -2.04 3.44 0.2057
H -1.74 -1.60 2.27 -0.0892
H -1.27 -3.31 3.13 -0.0401
H -2.56 -4.64 1.52 0.3064
H -3.99 -3.32 1.39 0.2132
H -1.00 -2.77 0.26 0.1548
H -1.89 -0.62 -1.43 -0.0400
H -2.87 -0.45 0.70 -0.1370
C -1.91 4.42 -1.39 -1.6203
C -1.89 4.03 0.07 0.7399
C -0.75 4.63 0.83 -0.5637
O -0.58 3.71 1.90 -0.3136
C -1.00 2.50 1.42 0.4978
O -0.82 1.43 1.98 -0.5171
O -1.66 2.64 0.23 -0.1619
H -0.96 4.19 -1.88 0.3878
H -2.69 3.86 -1.93 0.2975
H -2.11 5.49 -1.51 0.3519
H -2.86 4.26 0.54 0.1839
H -0.97 5.63 1.22 0.3310
H 0.18 4.67 0.26 0.3250
C -1.96 -0.41 -5.80 -1.3527
C -2.49 0.66 -4.88 0.6239
C -3.65 1.42 -5.46 -0.4677
O -3.57 2.66 -4.78 -0.3256
C -2.25 2.84 -4.46 0.6262
O -1.78 3.88 -4.05 -0.6153
O -1.54 1.69 -4.67 -0.2957
H -1.69 0.00 -6.78 0.3021
H -1.04 -0.85 -5.38 0.3394
H -2.69 -1.21 -5.94 0.4246
H -2.74 0.24 -3.90 0.1896
H -4.61 0.93 -5.27 0.3437
H -3.55 1.62 -6.53 0.2776
C 3.10 2.51 -6.13 -1.4509
C 2.37 2.07 -7.37 0.9754
C 1.77 3.20 -8.15 -0.4208
O 0.70 2.57 -8.83 -0.3561
C 0.31 1.52 -8.04 0.6449
O -0.71 0.87 -8.20 -0.6967
O 1.22 1.30 -7.04 -0.3577
H 2.46 3.13 -5.48 0.3832
H 3.41 1.65 -5.53 0.3312
H 4.00 3.09 -6.39 0.3397
H 3.02 1.44 -7.99 -0.0497
H 2.48 3.64 -8.86 0.3084
H 1.35 3.99 -7.52 0.3080
C 7.56 -0.40 -9.45 -1.5531
C 6.34 0.38 -9.90 1.5297
C 6.66 1.50 -10.84 -0.5252
O 5.58 2.39 -10.64 -0.3380
C 5.16 2.19 -9.35 0.4956
O 4.38 2.91 -8.76 -0.5344
O 5.74 1.07 -8.82 -0.4250
H 8.31 0.26 -9.01 0.4232
H 7.29 -1.12 -8.67 0.3463
H 8.01 -0.94 -10.28 0.3529
H 5.59 -0.30 -10.33 -0.2644
H 6.71 1.17 -11.88 0.2914
H 7.59 2.03 -10.59 0.3290
C 2.13 -5.05 7.92 -1.5960
C 0.91 -4.27 7.46 0.7127
C 1.23 -3.15 6.52 -0.7121
O 0.15 -2.27 6.73 0.0614
C -0.27 -2.46 8.01 0.4168
O -1.05 -1.74 8.61 -0.5747
O 0.31 -3.59 8.55 -0.3883
H 2.88 -4.39 8.36 0.3176
H 1.86 -5.77 8.70 0.3759
H 2.58 -5.59 7.08 0.4200
H 0.16 -4.96 7.04 0.2821
H 1.28 -3.48 5.48 0.3491
H 2.16 -2.63 6.78 0.3202
C -7.28 4.73 0.87 -1.0618
C -8.67 4.25 0.50 0.5351
C -9.35 5.11 -0.51 -0.5198
O -10.72 4.86 -0.24 -0.3123
C -10.79 4.55 1.09 0.6159
O -11.83 4.47 1.73 -0.5692
O -9.55 4.33 1.61 -0.3091
H -7.30 5.78 1.20 0.3339
H -6.87 4.15 1.70 -0.0080
H -6.60 4.65 0.01 0.3952
H -8.63 3.20 0.19 0.2679
H -9.10 4.82 -1.54 0.3249
H -9.16 6.18 -0.38 0.3223
C 8.04 -7.42 7.93 -1.4381
C 6.65 -7.91 7.57 0.4838
C 5.96 -7.05 6.55 -0.4856
O 4.59 -7.30 6.83 -0.2654
C 4.52 -7.61 8.16 0.6667
O 3.49 -7.68 8.79 -0.5458
O 5.77 -7.82 8.68 -0.3308
H 8.02 -6.38 8.26 0.3529
H 8.44 -8.01 8.77 0.3473
H 8.72 -7.51 7.08 0.3742
H 6.69 -8.96 7.26 0.2403
H 6.21 -7.33 5.53 0.3059
H 6.15 -5.98 6.69 0.3177
C 2.75 -3.36 -13.99 -1.4683
C 3.70 -3.12 -12.83 0.5303
C 3.17 -2.14 -11.83 -0.6132
O 4.36 -1.63 -11.25 -0.3621
C 5.33 -1.74 -12.21 0.6475
O 6.43 -1.22 -12.14 -0.5589
O 4.89 -2.49 -13.27 -0.3424
H 2.48 -2.42 -14.48 0.3545
H 3.23 -3.99 -14.75 0.3604
H 1.84 -3.86 -13.66 0.3783
H 3.97 -4.07 -12.36 0.2455
H 2.53 -2.60 -11.08 0.3314
H 2.63 -1.30 -12.29 0.3195
C 0.40 1.67 9.40 -0.9814
C 1.91 1.70 9.43 0.4418
C 2.51 2.77 8.57 -0.3855
O 3.79 2.25 8.28 -0.3372
C 3.67 0.89 8.32 0.6275
O 4.51 0.11 7.93 -0.5762
O 2.46 0.52 8.86 -0.2762
H 0.03 1.59 8.37 -0.1418
H 0.02 0.79 9.94 0.3691
H -0.02 2.57 9.86 0.4399
H 2.27 1.77 10.47 0.2230
H 2.58 3.73 9.09 0.3278
H 1.97 2.92 7.63 0.2568
```

***

[2]
DFT (the ωB97M-V functional and the def2-TZVPD basis) results for a structure of composition C47H81AsBrCdNO6PSi3.

Results
Orbital gap, eV: 7.7
Total energy, Eh: -8532.9729
LUMO level, eV: -2.177
Charge: +1
Molar mass, u: 1138.6

The geometry in XYZ format:
```
142
Properties=species:S:1:pos:R:3:mulliken_charge:R:1
Cd 0.34 -0.99 0.97 4.2156
O -3.05 -1.49 4.19 -0.4262
C -1.94 -1.77 3.52 0.3620
O -1.54 -0.99 2.69 -0.0744
C -1.17 -3.01 3.90 -1.6429
O -0.27 -3.37 2.89 -0.5023
C -0.92 -4.12 1.86 0.0564
C -1.80 -3.24 0.97 0.3520
O -3.01 -3.42 1.00 -0.7167
O -1.16 -2.37 0.25 -0.0205
H -3.31 -2.22 4.76 0.4224
H -1.86 -3.83 4.13 0.7042
H -0.60 -2.77 4.80 0.4387
H -1.52 -4.92 2.30 0.4682
H -0.12 -4.55 1.26 -1.3449
O 0.94 2.23 -5.69 -0.5354
C -0.15 2.33 -4.88 0.0876
C -1.43 2.58 -5.15 -1.9468
C -2.16 2.39 -3.82 -0.1706
N -1.03 2.10 -1.62 1.1362
C -0.73 1.09 -2.62 -0.8014
Br 0.11 -0.51 -1.99 0.4089
C 0.05 2.19 -3.41 -0.1391
H 0.68 2.35 -6.60 0.4373
H -1.90 2.72 -6.12 0.4662
H -3.19 2.75 -3.76 1.0555
H 1.06 2.38 -3.03 0.6057
C -5.13 -0.77 -4.01 -1.4979
C -3.67 -1.08 -3.65 0.0469
C -3.55 -2.45 -2.96 -1.3757
C -3.06 0.04 -2.81 -0.0705
C -1.99 0.85 -3.46 0.2409
C -1.10 3.01 -2.80 -0.1201
C -0.95 4.53 -2.76 0.0094
C -2.26 5.30 -2.72 -1.3492
C 0.03 4.99 -1.67 -1.9553
C -2.00 1.97 -0.58 -1.4555
C -3.02 1.10 -0.50 1.4029
C -3.45 0.17 -1.54 -1.0588
C -3.85 0.99 0.78 0.8089
C -5.28 1.51 0.57 -1.4885
C -3.90 -0.46 1.30 -1.4840
C -1.80 3.06 0.44 -0.1066
C -2.71 4.12 0.36 -0.7884
C -2.55 5.28 1.09 -1.5617
C -1.44 5.42 1.91 -1.5016
C -0.56 4.35 2.04 -0.7722
C -0.74 3.15 1.35 1.0183
P 0.33 1.75 1.87 -0.2917
C 2.08 2.32 1.50 3.2401
C 2.36 3.82 1.66 -1.8249
C 2.31 1.96 0.03 -1.0524
C 3.06 1.53 2.37 -2.0119
C 0.09 1.70 3.74 2.5354
C 0.74 2.82 4.58 -1.8623
C -1.43 1.74 3.99 -1.7949
C 0.70 0.38 4.26 -1.4175
H -5.55 -1.56 -4.65 0.4695
H -5.21 0.18 -4.55 0.3459
H -5.74 -0.69 -3.11 0.2373
H -3.11 -1.13 -4.58 0.4077
H -4.21 -2.52 -2.09 0.3358
H -2.53 -2.63 -2.61 0.0627
H -3.83 -3.24 -3.66 0.4966
H -1.70 0.33 -4.37 0.9119
H -0.48 4.75 -3.73 0.5368
H -2.79 5.15 -1.77 0.1166
H -2.93 5.02 -3.53 0.4762
H -2.06 6.37 -2.82 0.4507
H -0.33 4.72 -0.68 0.6540
H 0.15 6.07 -1.72 0.5661
H 1.02 4.54 -1.81 0.2403
H -4.22 -0.52 -1.22 0.5394
H -3.38 1.60 1.55 -0.0727
H -5.77 0.96 -0.24 0.2513
H -5.30 2.57 0.31 0.3119
H -5.86 1.37 1.48 0.4771
H -4.68 -1.04 0.79 0.5931
H -4.13 -0.46 2.37 0.6333
H -2.96 -0.98 1.14 -0.2873
H -3.55 4.01 -0.31 1.1828
H -3.27 6.09 1.00 0.4055
H -1.26 6.34 2.46 0.4824
H 0.28 4.48 2.69 0.4567
H 1.71 4.43 1.04 0.2740
H 3.39 4.00 1.32 0.5738
H 2.29 4.16 2.69 0.2694
H 1.51 2.34 -0.61 -0.6055
H 2.35 0.87 -0.09 -0.9466
H 3.27 2.37 -0.30 0.8879
H 3.05 1.86 3.41 0.2801
H 4.07 1.70 1.99 0.7388
H 2.87 0.46 2.34 -0.0759
H 0.18 3.75 4.53 0.3655
H 1.78 3.01 4.32 0.2734
H 0.72 2.49 5.63 0.5553
H -1.84 2.72 3.76 0.2217
H -1.62 1.53 5.05 0.6540
H -1.96 1.00 3.40 0.1671
H 1.79 0.41 4.28 0.4140
H 0.40 -0.48 3.67 -0.5869
H 0.36 0.21 5.28 0.7566
C 2.37 -4.97 2.45 -0.6061
Si 3.40 -3.55 1.87 0.0815
C 5.10 -4.14 1.42 -1.0899
C 3.49 -2.28 3.21 -0.5507
As 2.32 -2.47 0.05 -0.5780
Si 1.68 -4.26 -1.42 0.5131
C 3.03 -5.53 -1.27 -0.8714
C 0.07 -5.10 -1.08 -0.8799
C 1.62 -3.59 -3.15 -0.9208
Si 4.14 -1.55 -1.20 0.5098
C 5.22 -0.71 0.06 -0.6814
C 3.64 -0.38 -2.55 -0.8263
C 5.11 -2.87 -2.06 -1.2131
H 2.93 -5.53 3.20 0.5579
H 2.10 -5.67 1.64 0.3313
H 1.44 -4.61 2.91 -0.1704
H 5.38 -4.96 2.09 0.4472
H 5.84 -3.35 1.54 0.3379
H 5.16 -4.52 0.40 0.2770
H 3.74 -2.77 4.16 0.5501
H 2.53 -1.77 3.34 -0.4019
H 4.26 -1.52 3.01 0.3093
H 3.18 -5.88 -0.25 0.1329
H 3.99 -5.17 -1.65 0.3262
H 2.74 -6.40 -1.88 0.4288
H 0.10 -5.75 -0.20 0.4333
H -0.13 -5.73 -1.95 0.5761
H -0.75 -4.39 -0.98 -0.1071
H 2.27 -2.72 -3.31 0.0166
H 0.60 -3.28 -3.39 0.2643
H 1.92 -4.38 -3.85 0.4838
H 4.65 -0.32 0.89 -0.2564
H 5.77 0.12 -0.41 0.4654
H 5.96 -1.42 0.45 0.3953
H 3.14 0.52 -2.20 -0.1291
H 2.98 -0.86 -3.29 0.3255
H 4.56 -0.09 -3.06 0.5369
H 5.60 -3.56 -1.37 0.3921
H 5.89 -2.37 -2.64 0.4495
H 4.50 -3.45 -2.75 0.2857
```

***

Among the records above, which one has the lowest charge?
C47H78O28PS